(1)
# C14H34ClGaO9P3S

A structure of composition C14H34ClGaO9P3S (wB97M-V/def2-TZVPD, OMol25).

Results
net charge: -1
lowest unoccupied orbital energy: -0.027 Ha
orbital gap: 3.3 eV
calculated total energy: -5038.1617 hartree
highest occupied orbital energy: -4.0 eV

Geometry (Å):
C1 3.320 -6.888 -3.857
C2 2.162 -7.300 -4.358
Ga1 0.214 -7.777 -4.962
S1 -0.564 -9.583 -3.767
P1 -1.070 -5.819 -4.720
O1 -2.492 -6.256 -3.799
Cl1 -1.704 -5.164 -6.638
H1 4.058 -6.139 -3.371
H2 0.170 -8.187 -6.520
H3 -1.426 -10.241 -4.671
H4 -2.108 -6.807 -3.060
O2 0.247 0.345 -3.893
P2 1.066 -0.193 -2.711
O3 2.498 -0.333 -3.532
C3 3.255 0.845 -3.757
C4 3.875 1.368 -2.471
O4 0.562 -1.769 -2.852
C5 -0.671 -2.070 -3.503
C6 -0.463 -2.325 -4.987
O5 1.926 -0.737 -1.323
C7 1.461 -0.189 -0.090
C8 0.008 -0.528 0.179
H5 2.626 1.611 -4.221
H6 4.048 0.590 -4.462
H7 3.105 1.755 -1.799
H8 4.576 2.179 -2.679
H9 4.402 0.570 -1.939
H10 -1.402 -1.275 -3.330
H11 -1.079 -2.973 -3.042
H12 0.193 -1.587 -5.452
H13 -1.420 -2.322 -5.517
H14 0.010 -3.297 -5.141
H15 1.600 0.897 -0.107
H16 2.090 -0.593 0.706
H17 -0.656 -0.088 -0.572
H18 -0.300 -0.154 1.160
H19 -0.149 -1.610 0.151
O6 -1.155 2.091 3.250
P3 -1.346 3.272 4.210
O7 -1.346 4.452 3.049
C9 -2.530 4.643 2.291
C10 -3.638 5.262 3.127
O8 0.250 3.388 4.660
C11 1.108 2.260 4.534
C12 1.805 2.246 3.182
O9 -1.616 4.533 5.349
C13 -2.410 4.151 6.473
C14 -1.782 3.022 7.265
H20 -2.857 3.691 1.861
H21 -2.282 5.314 1.466
H22 -3.999 4.555 3.878
H23 -4.487 5.544 2.499
H24 -3.279 6.147 3.658
H25 0.556 1.333 4.711
H26 1.863 2.326 5.323
H27 1.125 2.466 2.358
H28 2.271 1.274 2.998
H29 2.584 3.012 3.150
H30 -3.407 3.862 6.125
H31 -2.523 5.033 7.108
H32 -1.707 2.104 6.673
H33 -2.376 2.800 8.157
H34 -0.767 3.286 7.578

Mulliken population analysis, charges in e, atoms 1 to 2: number 1, C, carries -0.030; number 2, C, carries -0.516

=====

(2)
# Br2O6S3

A structure of composition Br2O6S3 (wB97M-V/def2-TZVPD, OMol25).

Results
lowest unoccupied orbital energy: -0.056 Ha
orbital gap: 9.1 eV
calculated total energy: -6793.8556 hartree
highest occupied orbital energy: -10.6 eV

Geometry (Å):
O1 0.567 -1.260 0.435
O2 2.865 -0.269 0.025
O3 -1.474 -0.309 0.752
O4 -0.549 -0.056 -1.360
O5 -1.848 1.981 -0.086
O6 0.566 1.145 0.416
S1 1.586 -0.314 -0.554
S2 -0.619 -1.333 -0.596
S3 -0.977 1.065 0.555
Br1 0.906 -2.266 -2.184
Br2 -1.024 1.617 2.598

Mulliken population analysis, charges in e, atoms 1 to 2: number 1, O, carries -0.169; number 2, O, carries -0.468

=====

(3)
# C4H8NO

A cluster of 2 separate species, C4H8NO in total (wB97M-V/def2-TZVPD, OMol25).

Results
net charge: +1
lowest unoccupied orbital energy (alpha / beta): -0.224 / -0.199 Ha
orbital gap (alpha / beta): 8.6 / 9.5 eV
calculated total energy: -286.7487 hartree
highest occupied orbital energy (alpha / beta): -14.7 / -14.9 eV

Geometry (Å):
C1 3.216 0.541 -0.074
C2 0.393 -0.708 -0.022
C3 -2.139 -0.229 0.062
C4 -0.686 0.194 -0.047
N1 2.712 -0.582 0.121
O1 0.199 -1.981 -0.034
H1 2.815 1.530 -0.175
H2 4.335 0.334 0.063
H3 -2.241 -0.059 1.153
H4 -2.350 -1.285 -0.127
H5 -2.638 0.381 -0.748
H6 -0.452 0.864 -0.856
H7 -0.601 0.869 0.797
H8 1.095 -2.318 -0.099

Mulliken population analysis, charges in e, atoms 1 to 2: number 1, C, carries -0.093; number 2, C, carries 0.203

=====

(4)
# C34H25CrFeO5

A structure of composition C34H25CrFeO5 (wB97M-V/def2-TZVPD, OMol25).

Results
net charge: +2
lowest unoccupied orbital energy (alpha / beta): -0.242 / -0.312 Ha
orbital gap (alpha / beta): 7.1 / 5.2 eV
multiplicity: 2
calculated total energy: -3994.2330 hartree
highest occupied orbital energy (alpha / beta): -13.7 / -13.7 eV

Geometry (Å):
O1 0.166 -2.122 0.403
C1 0.156 -1.194 1.075
Fe1 0.006 0.322 2.169
C2 1.266 -0.363 3.402
O2 1.878 -1.001 4.130
C3 -1.486 -0.693 3.065
C4 -2.572 -1.002 2.156
C5 -3.956 -0.538 2.164
C6 -0.300 1.483 0.558
C7 1.043 1.587 1.054
C8 0.989 2.043 2.406
C9 -0.387 2.225 2.772
C10 -1.197 1.908 1.612
H1 -0.966 -1.610 3.414
H2 -1.718 -0.057 3.949
H3 -2.353 -1.719 1.346
H4 -4.011 0.182 1.273
H5 -4.346 -0.146 3.104
H6 -0.606 1.198 -0.435
H7 1.956 1.391 0.496
H8 1.840 2.288 3.053
H9 -0.763 2.578 3.734
H10 -2.258 2.083 1.546
O3 -4.120 3.678 1.204
C11 -4.739 3.478 0.198
Cr1 -5.539 2.981 -1.399
C12 -4.099 1.786 -1.532
O4 -3.149 1.100 -1.655
C13 -4.365 4.248 -2.159
O5 -3.460 4.931 -2.490
C14 -7.188 3.896 -2.419
C15 -7.506 3.880 -1.056
C16 -7.340 2.720 -0.312
C17 -6.980 1.502 -0.910
C18 -6.531 0.405 -0.020
C19 -5.970 -0.386 0.709
C20 -5.328 -1.283 1.715
C21 -4.653 -2.491 0.976
C22 -3.986 -2.255 -0.251
C23 -2.944 -3.106 -0.661
C24 -2.673 -4.312 0.016
C25 -3.459 -4.642 1.125
C26 -4.535 -3.799 1.478
C27 -6.495 -1.732 2.649
C28 -7.897 -1.533 2.459
C29 -8.838 -1.953 3.419
C30 -8.419 -2.675 4.542
C31 -7.058 -2.905 4.716
C32 -6.118 -2.511 3.753
C33 -6.717 1.492 -2.318
C34 -6.890 2.676 -3.074
H11 -7.185 4.831 -2.988
H12 -7.779 4.795 -0.554
H13 -7.435 2.708 0.769
H14 -4.216 -1.371 -0.879
H15 -2.337 -2.800 -1.525
H16 -1.902 -4.977 -0.400
H17 -3.229 -5.603 1.595
H18 -5.328 -4.202 2.109
H19 -8.332 -1.109 1.540
H20 -9.907 -1.805 3.326
H21 -9.132 -3.100 5.236
H22 -6.681 -3.480 5.575
H23 -5.062 -2.873 3.767
H24 -6.344 0.562 -2.802
H25 -6.681 2.657 -4.162

Mulliken population analysis, charges in e, atoms 1 to 2: number 1, O, carries -0.244; number 2, C, carries 0.459

=====

(5)
# C27H39AsN4O2RuSi3

A structure of composition C27H39AsN4O2RuSi3 (wB97M-V/def2-TZVPD, OMol25).

Results
net charge: +2
lowest unoccupied orbital energy (alpha / beta): -0.295 / -0.297 Ha
orbital gap (alpha / beta): 5.9 / 5.7 eV
calculated total energy: -4620.5632 hartree
highest occupied orbital energy (alpha / beta): -13.9 / -13.8 eV

Geometry (Å):
Ru1 -1.463 0.462 -0.025
O1 -2.095 -1.379 -3.582
C1 -2.106 -0.992 -2.445
N1 -1.524 0.191 -1.963
C2 -1.159 1.247 -2.735
C3 -1.173 1.314 -4.149
C4 -0.870 2.500 -4.750
C5 -0.562 3.661 -3.991
C6 -0.549 3.641 -2.626
C7 -0.833 2.428 -1.963
N2 -0.937 2.232 -0.617
C8 -0.889 3.255 0.351
O2 -0.496 4.374 0.172
C9 -1.389 2.778 1.690
C10 -1.558 3.691 2.711
C11 -2.016 3.240 3.941
C12 -2.283 1.890 4.098
C13 -2.090 1.038 3.025
N3 -1.650 1.460 1.836
C14 -2.815 -1.737 -1.350
C15 -3.628 -2.802 -1.679
C16 -4.359 -3.420 -0.675
C17 -4.263 -2.930 0.617
C18 -3.420 -1.863 0.869
N4 -2.682 -1.280 -0.083
H1 -1.419 0.440 -4.729
H2 -0.871 2.563 -5.829
H3 -0.332 4.582 -4.510
H4 -0.321 4.527 -2.057
H5 -1.325 4.730 2.525
H6 -2.162 3.931 4.760
H7 -2.640 1.493 5.038
H8 -2.279 -0.022 3.120
H9 -3.683 -3.115 -2.713
H10 -5.008 -4.256 -0.901
H11 -4.833 -3.363 1.427
H12 -3.332 -1.456 1.865
C19 0.445 -3.464 -1.263
Si1 1.486 -1.946 -1.563
C20 1.238 -1.184 -3.241
C21 3.289 -2.349 -1.358
As1 0.838 -0.369 0.180
Si2 2.520 1.390 0.318
C22 4.158 0.544 0.568
C23 2.149 2.472 1.791
C24 2.498 2.358 -1.273
Si3 0.995 -1.623 2.252
C25 -0.574 -2.608 2.466
C26 2.437 -2.791 2.111
C27 1.256 -0.424 3.654
H13 0.674 -4.197 -2.042
H14 -0.628 -3.277 -1.298
H15 0.685 -3.924 -0.303
H16 1.765 -1.822 -3.957
H17 1.686 -0.191 -3.307
H18 0.201 -1.130 -3.563
H19 3.486 -3.188 -2.035
H20 3.573 -2.666 -0.357
H21 3.940 -1.534 -1.668
H22 4.149 -0.214 1.350
H23 4.871 1.317 0.873
H24 4.540 0.097 -0.348
H25 2.552 2.041 2.707
H26 1.094 2.680 1.952
H27 2.649 3.433 1.633
H28 2.296 1.749 -2.155
H29 3.486 2.808 -1.401
H30 1.774 3.172 -1.237
H31 -0.897 -3.094 1.545
H32 -1.394 -2.001 2.849
H33 -0.381 -3.390 3.206
H34 2.256 -3.589 1.391
H35 2.562 -3.260 3.092
H36 3.379 -2.302 1.864
H37 0.629 0.464 3.601
H38 2.298 -0.104 3.699
H39 1.036 -0.938 4.594

Mulliken population analysis, charges in e, atoms 1 to 2: number 1, Ru, carries -0.423; number 2, O, carries -0.586

=====

(6)
# C7H6O2

An isolated molecule of C7H6O2 (wB97M-V/def2-TZVPD, OMol25).

Results
lowest unoccupied orbital energy: 0.012 Ha
orbital gap: 9.4 eV
SMILES: C1#CCOCOCC#C1
calculated total energy: -420.5525 hartree
highest occupied orbital energy: -9.0 eV

Geometry (Å):
C1 -0.417 -1.753 1.476
C2 -1.329 -0.943 1.479
C3 -1.869 0.365 0.970
O1 -1.455 0.426 -0.414
C4 -0.113 1.006 -0.504
O2 0.568 0.289 -1.520
C5 1.739 -0.408 -1.209
C6 1.438 -1.287 -0.076
C7 0.719 -1.820 0.742
H1 -2.992 0.548 1.107
H2 -1.237 1.331 1.534
H3 0.454 0.953 0.403
H4 -0.011 2.074 -0.876
H5 1.912 -1.084 -2.063
H6 2.593 0.304 -1.048

Mulliken population analysis, charges in e, atoms 1 to 2: number 1, C, carries -0.083; number 2, C, carries -0.143

=====

(7)
# C9H23BNORb

A structure of composition C9H23BNORb (wB97M-V/def2-TZVPD, OMol25).

Results
lowest unoccupied orbital energy: -0.012 Ha
orbital gap: 8.2 eV
calculated total energy: -535.4516 hartree
highest occupied orbital energy: -8.6 eV

Geometry (Å):
Rb1 3.044 -0.224 2.153
B1 4.784 -1.764 3.709
H1 5.100 -2.516 3.003
H2 5.143 -1.855 4.723
H3 5.045 -0.759 3.417
H4 3.707 -1.816 3.678
C1 -0.347 -2.266 -1.171
C2 -0.449 -0.815 -1.352
C3 -1.673 -0.455 -2.173
C4 -2.237 0.967 -2.081
C5 -2.454 1.255 -0.645
C6 -1.171 1.152 0.273
N1 -0.529 -0.151 0.017
O1 0.372 -0.519 1.067
C7 -0.191 2.203 0.020
C8 -1.643 1.324 1.691
C9 0.814 -0.278 -2.116
H5 -1.172 -2.824 -0.728
H6 0.575 -2.463 -0.624
H7 -0.208 -2.738 -2.144
H8 -1.413 -0.406 -3.230
H9 -2.477 -1.183 -2.067
H10 -3.178 1.013 -2.629
H11 -1.535 1.601 -2.622
H12 -3.207 0.529 -0.336
H13 -2.898 2.247 -0.564
H14 0.809 2.053 0.425
H15 -0.082 2.313 -1.059
H16 -0.554 3.133 0.458
H17 -2.091 0.358 1.926
H18 -0.929 1.733 2.406
H19 -2.482 2.017 1.750
H20 0.745 0.677 -2.637
H21 1.232 -0.984 -2.834
H22 1.709 0.017 -1.567
H23 -0.160 -0.577 1.864

Mulliken population analysis, charges in e, atoms 1 to 2: number 1, Rb, carries 0.609; number 2, B, carries 0.796

=====

(8)
# C3H3ClN2S2

An isolated molecule of C3H3ClN2S2 (wB97M-V/def2-TZVPD, OMol25).

Results
lowest unoccupied orbital energy: 0.004 Ha
orbital gap: 8.2 eV
SMILES: S=c1c(Cl)c[nH]n1S
calculated total energy: -1482.1222 hartree
highest occupied orbital energy: -8.1 eV

Geometry (Å):
S1 0.035 2.641 -0.066
C1 -0.144 0.970 0.113
C2 -1.331 0.152 -0.020
Cl1 -2.978 0.696 0.026
C3 -0.976 -1.201 -0.094
N1 0.428 -1.251 -0.115
N2 0.893 0.027 0.189
S2 2.562 0.475 -0.011
H1 -1.605 -2.105 -0.157
H2 0.962 -2.170 0.140
H3 2.155 1.765 -0.004

Mulliken population analysis, charges in e, atoms 1 to 2: number 1, S, carries -0.440; number 2, C, carries 0.218

=====

(9)
# C4H5O2P

A cluster of 2 separate species, C4H5O2P in total (wB97M-V/def2-TZVPD, OMol25).

Results
lowest unoccupied orbital energy: 0.008 Ha
orbital gap: 8.1 eV
SMILES: O=C=C=C=O.C=[PH3]
calculated total energy: -647.0820 hartree
highest occupied orbital energy: -7.9 eV

Geometry (Å):
O1 2.120 -2.478 -1.587
C1 1.503 -2.415 -0.591
C2 0.710 -2.329 0.386
C3 0.174 -1.739 1.361
O2 -0.405 -1.253 2.226
C4 -1.712 1.110 -0.103
P1 -0.048 1.731 -0.144
H1 -1.786 0.008 -0.067
H2 -1.984 1.461 -1.029
H3 0.929 1.530 -1.162
H4 0.782 1.275 1.002
H5 -0.282 3.100 -0.292

Mulliken population analysis, charges in e, atoms 1 to 2: number 1, O, carries -0.404; number 2, C, carries 0.724

=====

(10)
# C35H57Cl2N5O2PSTi

A structure of composition C35H57Cl2N5O2PSTi (wB97M-V/def2-TZVPD, OMol25).

Results
net charge: +3
lowest unoccupied orbital energy (alpha / beta): -0.398 / -0.398 Ha
orbital gap (alpha / beta): 5.5 / 5.5 eV
calculated total energy: -4300.7184 hartree
highest occupied orbital energy (alpha / beta): -16.4 / -16.4 eV

Geometry (Å):
Ti1 0.721 -0.901 -1.495
C1 -5.365 -0.425 2.775
C2 -3.921 -0.453 3.316
C3 -3.585 0.919 3.904
C4 -3.819 -1.511 4.433
C5 -2.996 -0.830 2.174
C6 -2.036 0.001 1.711
C7 -1.236 -0.429 0.626
N1 -0.216 0.208 0.044
C8 0.381 1.402 0.296
C9 -0.100 2.492 1.042
C10 0.696 3.592 1.175
C11 2.033 3.501 0.686
C12 2.564 2.466 -0.075
C13 1.648 1.466 -0.376
O1 1.809 0.472 -1.260
C14 4.050 2.509 -0.476
C15 4.534 1.236 -1.185
C16 4.292 3.711 -1.400
C17 4.879 2.660 0.814
C18 0.143 4.869 1.806
C19 -0.460 4.557 3.185
C20 1.206 5.956 1.961
C21 -0.964 5.401 0.873
C22 -1.433 -1.736 0.025
O2 -0.635 -1.963 -1.002
C23 -2.374 -2.642 0.535
C24 -3.135 -2.136 1.565
C25 -2.523 -4.077 0.005
C26 -2.935 -4.045 -1.477
C27 -3.590 -4.845 0.787
C28 -1.183 -4.817 0.175
H1 -6.045 -0.179 3.592
H2 -5.676 -1.392 2.368
H3 -5.482 0.334 1.996
H4 -4.248 1.120 4.745
H5 -3.732 1.724 3.173
H6 -2.557 0.960 4.284
H7 -4.440 -1.199 5.274
H8 -2.790 -1.615 4.792
H9 -4.176 -2.495 4.115
H10 -1.861 0.956 2.181
H11 -1.091 2.476 1.473
H12 2.695 4.324 0.920
H13 4.106 1.142 -2.186
H14 4.302 0.340 -0.600
H15 5.618 1.295 -1.295
H16 3.684 3.643 -2.307
H17 5.343 3.742 -1.698
H18 4.064 4.658 -0.903
H19 4.668 1.849 1.516
H20 4.686 3.609 1.320
H21 5.943 2.633 0.569
H22 0.286 4.112 3.850
H23 -1.318 3.879 3.119
H24 -0.809 5.483 3.644
H25 2.004 5.657 2.649
H26 0.737 6.847 2.379
H27 1.647 6.247 1.003
H28 -1.765 4.665 0.736
H29 -0.558 5.665 -0.109
H30 -1.405 6.301 1.307
H31 -3.900 -2.784 1.977
H32 -3.876 -3.500 -1.608
H33 -3.092 -5.065 -1.836
H34 -2.174 -3.584 -2.108
H35 -4.584 -4.399 0.675
H36 -3.347 -4.915 1.851
H37 -3.648 -5.864 0.399
H38 -0.365 -4.325 -0.347
H39 -1.278 -5.831 -0.222
H40 -0.918 -4.894 1.233
C29 5.071 -4.807 -1.976
C30 4.341 -4.254 -0.808
N2 4.438 -4.637 0.421
N3 3.544 -3.844 1.106
C31 2.905 -2.989 0.333
S1 1.747 -1.812 0.725
N4 3.385 -3.237 -0.884
N5 2.948 -2.468 -1.961
H41 5.803 -5.529 -1.620
H42 5.597 -4.024 -2.527
H43 4.390 -5.324 -2.656
H44 3.456 -3.942 2.104
H45 2.891 -3.069 -2.773
H46 3.635 -1.747 -2.151
Cl1 0.438 -2.665 -3.599
C32 1.351 -1.756 -4.835
Cl2 2.146 -0.415 -3.984
H47 0.664 -1.366 -5.571
H48 2.087 -2.400 -5.291
C33 -0.438 1.904 -3.657
P1 -1.098 0.466 -2.765
C34 -2.416 1.227 -1.767
C35 -2.078 -0.448 -3.990
H49 -1.272 2.463 -4.082
H50 0.230 1.603 -4.460
H51 0.109 2.554 -2.971
H52 -3.097 1.728 -2.453
H53 -2.006 1.965 -1.079
H54 -2.976 0.477 -1.208
H55 -2.789 0.248 -4.433
H56 -2.628 -1.252 -3.495
H57 -1.472 -0.878 -4.783

Mulliken population analysis, charges in e, atoms 1 to 2: number 1, Ti, carries -0.905; number 2, C, carries -1.596

=====

(11)
# C10H21FN4P

The ion C10H21FN4P with charge +1 (wB97M-V/def2-TZVPD, OMol25).

Results
net charge: +1
lowest unoccupied orbital energy: -0.169 Ha
orbital gap: 7.9 eV
SMILES: CCCCCc1nnn(F)[n+]1P(CC)CC
calculated total energy: -1053.3946 hartree
highest occupied orbital energy: -12.5 eV

Geometry (Å):
C1 0.756 -2.342 0.831
C2 2.330 -2.444 0.732
C3 3.046 -1.284 -0.092
C4 2.091 -0.294 -0.878
C5 1.664 1.000 -0.025
C6 0.833 1.933 -0.957
N1 1.426 2.875 -1.855
N2 0.390 3.419 -2.482
N3 -0.725 2.912 -2.025
F1 -1.961 3.184 -2.403
N4 -0.575 1.980 -1.049
P1 -1.903 1.124 -0.237
C7 -1.883 -0.724 -0.544
C8 -3.062 -1.011 -1.610
C9 -2.092 1.593 1.566
C10 -1.053 0.954 2.581
H1 0.355 -1.316 1.039
H2 0.392 -3.052 1.635
H3 0.323 -2.749 -0.135
H4 2.599 -3.435 0.263
H5 2.724 -2.382 1.794
H6 3.717 -1.775 -0.862
H7 3.710 -0.688 0.590
H8 1.186 -0.765 -1.347
H9 2.704 0.120 -1.742
H10 2.600 1.542 0.315
H11 1.139 0.673 0.910
H12 -2.149 -1.326 0.369
H13 -0.948 -1.125 -1.020
H14 -4.073 -0.902 -1.111
H15 -2.964 -2.012 -2.103
H16 -3.017 -0.163 -2.363
H17 -3.122 1.247 1.897
H18 -2.079 2.709 1.704
H19 -1.422 1.138 3.639
H20 -0.079 1.534 2.518
H21 -0.879 -0.146 2.457

Mulliken population analysis, charges in e, atoms 1 to 2: number 1, C, carries -0.629; number 2, C, carries -0.452

=====

Q: Number 4 is which compound?
A: C34H25CrFeO5

=====

Q: Look up the calculated total energy of the eighth one.
A: -1482.1222 hartree

=====

Q: The lowest calculated total energy belongs to which entry?
A: Br2O6S3